DFT (the ωB97M-V functional and the def2-TZVPD basis) results for C19H12BeN6OS as an isolated structure.

The geometry in XYZ format:
```
40
Properties=species:S:1:pos:R:3:forces:R:3
Be 0.1387 1.2393 0.1866 0.04 -0.25 -0.13
C 4.1516 0.5446 -0.3249 -0.09 0.07 0.07
C 4.5320 -0.1539 0.8835 0.05 -0.07 -0.07
C 3.5860 -0.4697 1.7832 0.11 -0.04 0.06
C 2.1956 -0.1828 1.5008 -0.24 0.08 -0.01
N 1.9402 0.9603 0.6124 0.10 0.67 0.19
C 2.9225 1.0751 -0.4185 -0.15 -0.32 -0.09
N 1.3054 -1.0165 1.9188 0.08 -0.04 -0.13
C 0.0620 -1.1197 1.3703 -0.06 -0.02 -0.02
N -0.3132 -0.3447 0.3114 -0.11 0.24 0.03
C -1.4399 -0.7795 -0.2486 0.14 -0.11 -0.11
N -1.9845 -0.2292 -1.3809 -0.05 0.08 0.04
C -1.4125 0.8087 -1.9585 0.11 -0.01 0.01
C -1.9595 1.2425 -3.2236 0.01 0.02 0.00
C -1.4544 2.3078 -3.8940 0.03 -0.01 0.04
C -0.3633 3.0314 -3.3501 -0.04 -0.03 -0.02
C 0.1320 2.5969 -2.1522 0.01 -0.02 0.06
N -0.3203 1.5273 -1.4705 -0.10 -0.09 -0.05
C -1.8784 -1.9207 0.4896 -0.06 -0.02 0.03
C -2.9919 -2.7646 0.3851 0.01 -0.08 0.03
C -3.1353 -3.8056 1.2760 0.01 0.04 -0.02
C -2.1627 -4.0304 2.2872 0.02 0.06 -0.05
C -1.0638 -3.2163 2.4154 -0.02 -0.04 0.00
C -0.9053 -2.1308 1.5285 0.02 0.01 -0.02
H 4.8665 0.7172 -1.1186 -0.01 -0.03 -0.02
H 5.5612 -0.4603 1.0353 0.01 0.03 -0.01
H 3.7996 -1.0861 2.6472 -0.02 0.06 0.06
H 2.6006 1.6422 -1.2803 0.00 0.06 0.02
H -2.7975 0.6707 -3.6002 0.00 0.00 0.01
H -1.8901 2.6116 -4.8409 -0.01 -0.02 0.00
H 0.0520 3.9016 -3.8379 0.01 0.01 0.01
H 0.9400 3.1360 -1.6639 -0.02 -0.02 0.02
H -3.7307 -2.5914 -0.3899 0.02 0.02 -0.01
H -3.9995 -4.4585 1.2145 0.00 -0.01 -0.01
H -2.2997 -4.8612 2.9718 0.01 -0.01 0.02
H -0.3268 -3.3899 3.1918 -0.01 0.00 0.00
O -2.2112 3.4144 2.6522 0.18 -0.09 -0.12
C -1.5226 2.7933 1.8825 -0.18 0.06 0.02
N -0.8756 2.1902 1.1051 0.17 0.05 0.17
S 2.2531 2.6008 1.5045 0.04 -0.24 0.00
```
Forces are in eV/Å.

Output
Gap between HOMO and LUMO in eV: 5.1
Net charge: -2



DFT (the ωB97M-V functional and the def2-TZVPD basis) results for the molecule C19H12Cl2N4O4.

The geometry in XYZ format:
```
41
Properties=species:S:1:pos:R:3:forces:R:3
O 0.0932 3.0386 -2.7428 0.41 0.17 0.23
C -0.4620 2.4087 -1.8485 -1.44 0.87 -1.45
C -1.9452 2.5943 -1.7311 -0.43 -3.60 3.41
C -2.6648 1.7413 -0.8634 1.33 2.15 -1.67
C -2.0086 0.7361 -0.0459 1.22 -1.40 1.81
N -2.6938 0.0124 0.8566 0.53 0.15 -0.92
N -2.0991 -0.9287 1.6734 0.27 2.01 -1.81
C -2.8219 -1.9698 2.2202 0.03 -0.67 -0.22
C -4.2035 -1.8773 2.3753 -1.15 0.14 0.15
C -4.9308 -2.9561 2.8906 0.70 0.08 0.24
C -4.2811 -4.1447 3.2558 0.95 2.65 -0.51
N -5.0357 -5.1796 3.8635 -2.37 -2.38 0.81
O -6.1404 -4.9173 4.4194 2.68 -0.21 -1.25
O -4.6032 -6.3345 3.7319 -0.37 1.54 0.45
C -2.8789 -4.2187 3.1404 0.08 -1.13 0.24
C -2.1435 -3.1770 2.5908 -0.35 0.85 0.27
Cl -0.3578 -3.1997 2.4650 -1.36 -0.25 0.12
C -0.5283 0.6021 -0.1971 0.51 1.44 -1.72
C 0.2366 1.4174 -1.0471 -1.65 -1.33 1.78
C 1.7256 1.2120 -1.1520 0.88 0.62 -0.77
O 2.2218 0.3112 -0.5405 0.53 -1.44 1.14
N 2.5171 2.0427 -1.9327 -1.73 0.53 -0.25
C 3.9021 2.0415 -2.1097 2.07 0.27 0.24
C 4.8890 1.3617 -1.3344 -0.63 -0.14 0.37
C 6.2625 1.5244 -1.5424 0.03 0.61 -0.46
C 6.7536 2.4091 -2.5130 -1.54 -0.40 0.03
C 5.7875 3.0809 -3.2607 -0.13 -0.36 -0.28
Cl 6.3604 4.0762 -4.5842 -0.21 0.04 0.18
C 4.4078 2.9096 -3.1018 0.65 -0.49 0.53
H -2.4222 3.3347 -2.3209 -0.23 0.50 -0.43
H -3.7252 1.8687 -0.7488 -0.33 -0.08 -0.01
H -1.1055 -1.0553 1.5568 0.07 -0.28 0.20
H -4.7673 -0.9363 2.1274 0.97 -1.12 0.17
H -5.9847 -2.8411 3.0879 -0.10 -0.13 -0.12
H -2.4105 -5.1467 3.5220 -0.10 0.76 -0.46
H -0.0547 -0.2176 0.3189 0.48 0.12 -0.01
H 2.0034 2.7452 -2.4888 0.23 -0.63 0.44
H 4.5945 0.7118 -0.5120 -0.15 0.13 -0.39
H 6.9870 0.9808 -0.9335 -0.41 0.04 -0.08
H 7.7854 2.5154 -2.7815 0.34 0.05 0.21
H 3.7410 3.4237 -3.7632 -0.27 0.29 -0.22
```
Forces are in eV/Å.

Output
Gap between HOMO and LUMO in eV: 6.4
Net charge: 0
Energy relative to the best compared isomer or geometry (same formula, charge and spin) in kcal per mole: 21.3



DFT (the ωB97M-V functional and the def2-TZVPD basis) results for C19H12Cl3N2O3 as an isolated structure.

The geometry in XYZ format:
```
39
Properties=species:S:1:pos:R:3:forces:R:3
C -2.5192 -0.2392 -2.5459 -0.27 -0.10 0.01
C -2.6519 0.2660 -1.1485 0.59 1.09 1.03
C -3.7998 -0.2067 -0.4268 -1.73 -0.61 0.83
N -4.7556 -0.5743 0.1423 1.82 0.62 -1.07
C -2.1569 1.5777 -0.7320 0.06 0.45 0.13
C -1.0995 2.2420 -1.4304 -0.44 0.26 0.04
C -0.6140 3.4626 -0.9842 -0.05 -0.26 0.42
C -1.1188 4.0165 0.2106 -0.13 -0.46 -0.70
N -0.4964 5.1517 0.8109 0.45 1.83 0.97
O -0.9988 5.5729 1.8844 1.05 -0.46 -1.74
O 0.5074 5.6815 0.2793 -1.65 -0.98 0.74
C -2.2059 3.4339 0.8643 0.00 -0.80 0.05
C -2.6747 2.1930 0.4408 0.13 0.85 -0.22
H -1.6758 0.2374 -3.0412 0.00 -0.34 -0.04
H -2.4034 -1.3226 -2.4840 0.23 -0.03 -0.29
H -3.4308 -0.0312 -3.1290 0.21 0.01 0.17
H -0.6630 1.7697 -2.3186 -0.20 0.38 0.43
H 0.1654 4.0048 -1.5145 -0.04 -0.28 0.16
H -2.6443 3.9453 1.7204 0.24 -0.31 -0.17
H -3.4598 1.7090 1.0211 0.13 0.11 -0.31
Cl -1.0290 -0.7616 -0.0111 -1.05 -1.10 -0.94
C -0.3302 -2.8483 0.4632 2.51 -1.08 -0.92
Cl -1.6667 -3.8694 -0.0383 0.11 0.54 0.35
C 0.8510 -2.9534 -0.5158 -0.88 0.31 1.04
O 0.7520 -3.4360 -1.6278 -0.18 0.04 -0.23
C 2.1504 -2.4236 -0.0140 -0.20 0.07 0.72
C 2.3276 -2.0545 1.3573 0.04 -0.35 -0.67
C 3.6076 -1.6225 1.7645 -0.38 0.22 0.15
C 4.6397 -1.4983 0.8567 0.43 -0.05 -0.20
C 4.4785 -1.9164 -0.4745 -0.31 -0.02 -0.06
C 3.2371 -2.4032 -0.8880 0.76 0.16 0.10
C 1.2186 -2.2699 2.2598 -0.60 -0.62 -0.76
Cl 1.3758 -1.8351 3.9147 0.22 0.02 0.67
C 0.0249 -2.8031 1.8462 0.10 0.74 0.16
H 3.7633 -1.3753 2.8127 -0.02 0.03 -0.24
H 5.6103 -1.0959 1.1837 -0.50 -0.28 -0.11
H 5.3173 -1.8638 -1.1807 -0.40 -0.03 0.34
H 3.1205 -2.8069 -1.8909 -0.19 0.22 0.15
H -0.7529 -3.0524 2.5636 0.16 0.21 0.01
```
Forces are in eV/Å.

Output
Gap between HOMO and LUMO in eV: 4.9
Net charge: -1



DFT (the ωB97M-V functional and the def2-TZVPD basis) results for the molecule C19H12N4O4.

The geometry in XYZ format:
```
39
Properties=species:S:1:pos:R:3:forces:R:3
O 2.0434 -2.3983 3.9715 -1.37 0.18 -1.05
C 0.9071 -2.8721 3.9896 3.06 -0.93 3.43
N 0.5202 -3.7789 4.9558 -1.16 -0.64 -0.45
C -0.7802 -4.1275 4.6651 3.30 0.50 0.95
C -1.5321 -5.1037 5.2978 -1.86 -1.30 0.92
C -2.8536 -5.3617 4.9029 1.54 0.61 0.36
C -3.4262 -4.6267 3.8396 0.68 1.27 -0.73
C -2.6595 -3.6457 3.2100 -0.40 -0.69 0.39
C -1.3109 -3.4065 3.6115 -0.70 1.59 -2.13
C -0.2444 -2.5649 3.1547 -3.64 1.10 -3.49
N -0.3757 -1.6686 2.0877 -2.41 -4.28 3.96
N 0.5636 -0.9349 1.6687 1.66 5.91 -5.37
C 0.2238 -0.0856 0.6064 1.68 -1.84 2.75
C 1.1360 0.9836 0.1894 0.60 0.02 0.80
C 2.2389 1.3752 0.8736 0.98 1.69 -1.52
C 2.8370 2.4778 0.0991 -1.23 -0.84 0.73
C 1.9821 2.7438 -0.9388 0.89 -0.91 1.22
C 2.0983 3.8042 -1.9608 -1.05 -0.17 -0.57
C 1.2029 3.8318 -3.0425 -0.64 -0.85 -0.52
C 1.2840 4.7179 -4.1118 0.26 0.36 0.95
C 2.1917 5.7789 -4.0598 0.27 -2.10 3.13
N 2.2281 6.7646 -5.0492 0.91 2.92 -2.26
O 1.5704 6.6148 -6.0730 0.07 -0.38 0.75
O 2.9480 7.7683 -4.8808 -0.82 -1.46 0.28
C 3.0521 5.8350 -2.9357 0.31 -0.84 0.06
C 3.0545 4.8200 -1.9227 -0.09 1.04 -1.67
O 0.9666 1.8075 -0.8963 -0.81 0.09 -0.86
H -1.0678 -5.5895 6.1498 -0.19 -0.19 -0.13
H -3.5016 -6.0749 5.4020 0.40 -0.09 0.14
H -4.4675 -4.7939 3.5716 0.31 0.09 -0.10
H -3.0933 -3.0682 2.4193 -0.28 0.22 -0.39
H -1.3424 -1.5503 1.8075 -0.12 0.11 -0.47
H -0.7099 -0.1705 0.0755 -0.51 -0.21 0.08
H 2.5390 0.9763 1.8052 0.45 -0.36 0.58
H 3.7265 3.0435 0.3115 0.06 -0.09 0.20
H 0.4094 3.0632 -3.1053 0.64 0.46 0.14
H 0.6001 4.6199 -4.9197 -0.36 0.03 -0.54
H 3.8163 6.6153 -2.9190 -0.35 -0.23 0.12
H 3.8630 4.8188 -1.2124 -0.07 0.17 0.31
```
Forces are in eV/Å.

Output
Gap between HOMO and LUMO in eV: 5.0
Net charge: 0
Energy relative to the best compared isomer or geometry (same formula, charge and spin) in kcal per mole: 9.4



| no. | LUMO (Eh) | HOMO level (Eh) |
| --- | --- | --- |
| 1 | 0.1912 | 0.005 |
| 2 | -0.0834 | -0.319 |
| 3 | 0.0464 | -0.133 |
| 4 | -0.0933 | -0.278 |